No. 1
The following is a quantum chemistry calculation of a cluster of 3 separate species, C6H14 in total, from OMol25.

## Properties
Orbital gap, Eh: 0.2392
Calculated total energy, eV: -6443.4586

Structure (ORCA input):
```
! RIJCOSX wB97M-V def2-TZVPD def2/J DEFGRID3
* xyz 0 1
C 1.089 0.234 1.643
C 0.087 -0.111 -0.742
C -1.351 -0.294 1.260
C 0.103 -0.501 0.738
C -0.126 1.341 -1.053
C -0.174 -1.094 -1.787
H -1.179 1.561 -0.824
H 0.488 2.026 -0.457
H 0.032 1.548 -2.111
H 1.026 -0.158 2.668
H 1.167 -0.537 -2.136
H -1.130 -0.939 -2.275
H -1.626 0.767 1.296
H 2.108 0.095 1.277
H -1.426 -0.675 2.287
H -2.095 -0.826 0.658
H 0.000 -2.118 -1.449
H 0.868 1.305 1.687
H 1.842 -0.047 -1.484
H 0.296 -1.578 0.801
*
```

No. 2
The following is a quantum chemistry calculation of a structure of composition C4H14AgOSi2, from OMol25.

## Properties
Orbital gap (spin up / spin down), Eh: 0.3501 / 0.2025
Calculated total energy, eV: -26156.6302

Structure (ORCA input):
```
! RIJCOSX wB97M-V def2-TZVPD def2/J DEFGRID3
* xyz 2 2
Ag 1.197 2.716 1.528
Si 1.110 -0.110 -3.340
Si 0.094 -0.580 -0.727
O -0.338 -0.392 -2.366
C 0.347 -2.469 -0.266
C -0.568 1.140 2.767
C -1.306 0.031 0.479
C -0.875 1.381 1.184
H -2.295 0.091 -0.018
H 1.631 -1.386 -3.851
H -1.393 -0.722 1.298
H 0.125 1.923 3.213
H -0.470 -3.089 -0.692
H 0.863 0.809 -4.449
H 1.347 -2.734 -0.683
H -1.677 2.144 1.083
H -0.128 0.132 2.886
H -1.571 1.141 3.244
H 1.293 0.191 -0.341
H 0.339 -2.474 0.848
H 0.099 1.784 0.704
H 2.175 0.475 -2.500
*
```

No. 3
The following is a quantum chemistry calculation of a structure of composition C42H33GeN5O10Y, from OMol25.

## Properties
Orbital gap (spin up / spin down), Eh: 0.2848 / 0.2350
Calculated total energy, eV: -129572.8676

Structure (ORCA input):
```
! RIJCOSX wB97M-V def2-TZVPD def2/J DEFGRID3
* xyz 0 2
Y -0.625 -0.155 0.270
Ge 0.071 -2.869 -0.170
O 0.351 1.340 -1.060
O -0.200 -1.168 2.342
O -4.754 -0.897 0.270
O -0.387 4.386 1.471
O 0.752 5.415 2.975
O -2.612 -0.365 0.761
O 3.491 1.121 6.292
O 3.264 3.260 6.284
O 1.480 -0.570 1.046
O -0.433 1.643 1.514
N 1.429 2.340 -2.873
N 3.035 2.155 5.831
N 1.342 3.594 -3.462
N -1.960 -0.320 -1.809
N 0.335 4.392 2.452
C 0.789 3.100 3.011
C 0.432 1.848 2.451
C 1.115 -2.732 -2.908
C 4.026 -0.293 -2.575
C 5.103 1.803 -3.003
C -0.217 3.513 -1.878
C 2.706 1.683 -2.862
C -4.159 -0.978 -2.470
C 1.945 0.796 4.079
C -0.094 5.601 -3.383
C 0.421 -5.714 2.905
C 2.418 -4.373 2.959
C -2.484 -0.544 -4.123
C 0.485 2.282 -1.860
C -3.985 -4.029 -0.108
C 3.867 2.431 -3.038
C 3.002 -3.960 -3.750
C 1.625 3.184 4.115
C 1.298 -3.274 -1.631
C -3.610 -0.653 -0.032
C 0.318 4.261 -2.879
C -3.182 -4.536 -2.321
C 0.845 -0.493 2.156
C 1.951 -3.076 -3.963
C -3.223 -0.661 -1.505
C 2.163 2.049 4.650
C -2.730 -3.536 0.230
C 0.687 -3.895 1.338
C -1.926 -4.039 -1.990
C -4.210 -4.529 -1.383
C 2.366 -4.152 -1.430
C 3.208 -4.496 -2.484
C -1.610 -0.243 -3.097
C 2.784 0.323 -2.625
C 1.662 -5.429 3.457
C -1.686 -3.545 -0.703
C 1.736 3.754 -4.862
C -0.067 -4.949 1.849
C -3.779 -0.931 -3.800
C 1.931 -3.608 1.908
C 5.190 0.437 -2.772
C 1.130 0.716 2.995
H -5.190 -4.911 -1.648
H 1.890 -0.258 -2.472
H -0.574 5.522 -4.362
H 0.859 3.854 -5.504
H 2.434 -0.075 4.496
H -0.805 6.047 -2.690
H -4.788 -3.997 0.620
H 4.071 -1.358 -2.382
H 2.519 -2.774 1.538
H 1.785 -2.655 -4.948
H 3.385 -4.143 3.392
H 1.851 4.146 4.542
H 6.156 -0.053 -2.736
H -0.971 3.796 -1.158
H 4.026 -5.187 -2.314
H 0.767 6.265 -3.482
H 2.535 -4.590 -0.453
H -5.155 -1.249 -2.146
H -2.152 -0.475 -5.152
H -4.485 -1.186 -4.582
H -1.035 -5.188 1.427
H 0.296 -2.046 -3.093
H 3.660 -4.229 -4.568
H 6.002 2.394 -3.138
H -3.357 -4.932 -3.317
H -0.175 -6.532 3.297
H -0.590 0.071 -3.302
H 2.371 4.630 -4.980
H 2.040 -6.027 4.278
H -1.135 -4.070 -2.727
H 3.813 3.505 -3.167
H -2.575 -3.125 1.222
H 2.295 2.879 -5.170
*
```

Among the records above, which one has the highest calculated total energy?
C6H14